# 1
Here is an isolated ion of composition C9H17NO5PS and charge -1 at a distorted geometry from OMol25. Energies are from ωB97M-V with the def2-TZVPD basis set.

Structure (XYZ):
```
34
Properties=species:S:1:pos:R:3:nbo_charge:R:1
C -1.69420 1.80132 -1.40246 -0.64
C -0.55680 1.19212 -2.23995 -0.21
N 0.70679 0.93240 -1.57571 -0.65
C 0.71137 0.05577 -0.40593 -0.12
P 0.42102 0.92830 1.26862 0.75
C -1.31011 0.68256 1.81156 -0.94
C 0.69501 2.73351 1.02161 -0.94
C 2.14020 -0.53908 -0.35958 -0.09
O 2.48480 -1.06575 0.90571 -0.70
S 1.59474 -2.36356 1.33013 2.36
O 1.21322 -2.11033 2.68250 -0.91
O 2.36802 -3.55282 1.10127 -0.96
C 0.21007 -2.44260 0.15603 -0.62
C -1.09315 -3.11239 0.75984 0.78
O -2.03566 -3.02280 -0.04806 -0.77
O -1.05056 -3.65468 1.86107 -0.71
C -0.21131 -1.13702 -0.57214 -0.44
H -2.35903 1.04225 -0.99588 0.22
H -1.33238 2.46485 -0.62337 0.20
H -2.31312 2.41007 -2.06684 0.20
H -0.33641 1.90111 -3.04108 0.19
H -0.91892 0.30018 -2.74690 0.20
H 1.22062 1.78266 -1.40925 0.36
H -1.30378 0.78002 2.89579 0.24
H -2.02405 1.42064 1.43474 0.20
H -1.66768 -0.32056 1.59217 0.27
H -0.21074 3.30748 0.80187 0.20
H 1.43787 2.94347 0.25479 0.22
H 1.08045 3.12053 1.96196 0.23
H 2.19991 -1.31117 -1.13238 0.18
H 2.84955 0.23059 -0.66306 0.19
H 0.55389 -3.14092 -0.60073 0.25
H -0.23547 -1.37262 -1.63587 0.22
H -1.23419 -0.88354 -0.32043 0.25
```

Results
SMILES = CCN[C@]1(P(C)C)COS(=O)(=O)[C@@H](C(=O)[O-])C1
maximum force = 0.0304 hartree/bohr
gap between HOMO and LUMO = 7.7 eV
2S+1 = 1
ΔE to the lowest compared entry with this formula, charge and spin = 0.0 kcal per mole
net charge = -1

# 2
Here is a 2-piece molecular cluster, C6H16 overall at a distorted geometry from OMol25. Energies are from ωB97M-V with the def2-TZVPD basis set.

Structure (XYZ):
```
22
Properties=species:S:1:pos:R:3:lowdin_spin:R:1
C -0.81622 0.89383 -0.37495 0.27
C -0.99449 1.24777 1.09806 0.03
C -1.98656 0.06761 -0.85143 0.08
C -0.38321 2.14356 -1.27432 0.18
H 0.12146 0.21698 -0.63504 0.13
H -1.90851 1.78578 1.31705 0.01
H -1.66428 -0.95020 -1.09189 0.03
H -2.70052 -0.05497 -0.02187 0.01
H -2.50400 0.41094 -1.75800 0.03
H 0.68706 2.35843 -1.16042 0.01
H -0.42060 1.88897 -2.32814 0.01
H -0.03160 1.69524 1.43416 0.00
H -1.02136 0.30865 1.64979 0.02
H -0.96863 2.98252 -0.85391 0.04
C 1.54056 -1.48054 1.18920 0.08
C 2.14500 -2.38147 0.13166 0.02
H 2.11803 -1.04336 1.98441 0.01
H 1.23022 -0.49928 0.71962 0.03
H 0.52964 -1.82070 1.43756 0.00
H 2.76221 -1.87615 -0.64010 0.01
H 2.89715 -3.06580 0.53662 0.01
H 1.36865 -2.82781 -0.50806 0.00
```

Results
maximum force = 0.0536 hartree/bohr
gap between HOMO and LUMO (spin up / spin down) = 12.2 / 4.9 eV
2S+1 = 2
ΔE to the lowest compared entry with this formula, charge and spin = 14.8 kcal per mole
⟨S²⟩ = 0.7532
net charge = +1

# 3
Here is C45H57Cl3GeN5O3PY as an isolated structure from OMol25. Energies are from ωB97M-V with the def2-TZVPD basis set.

Structure (XYZ):
```
116
Properties=species:S:1:pos:R:3:lowdin_spin:R:1
Y 0.52234 -0.28006 -0.15755 0.00
C -4.58398 -7.04694 0.68473 0.00
O -4.39721 -5.63841 0.74516 0.00
C -5.21503 -4.85623 -0.03228 0.00
C -6.51240 -5.18551 -0.38103 0.00
C -7.26112 -4.32371 -1.17628 0.00
C -6.69984 -3.14468 -1.62819 0.00
C -5.39334 -2.81353 -1.28787 0.00
C -4.64441 -3.64951 -0.46823 0.00
N -3.31407 -3.43249 -0.08938 0.00
C -2.57898 -2.26359 -0.05724 0.00
N -3.32681 -1.15476 0.11497 0.00
C -3.00851 0.22369 0.05580 0.00
C -1.71257 0.72689 0.03249 0.00
C -1.65212 2.13285 0.07937 0.01
C -2.75131 2.97267 0.12605 0.00
C -4.02829 2.42089 0.13431 0.00
C -4.14882 1.04405 0.10073 0.00
O -5.36148 0.38272 0.16460 0.00
C -6.51918 1.09027 -0.23871 0.00
N -1.27815 -2.29871 -0.13309 0.00
C -0.73802 -3.61247 -0.29724 0.00
C -0.10407 -4.17925 0.80838 0.00
C 0.50365 -5.42285 0.76417 0.00
C 0.49154 -6.12963 -0.42971 0.00
C -0.13938 -5.59131 -1.53710 0.00
C -0.77424 -4.35073 -1.49115 0.00
O -1.42036 -4.02953 -2.64097 0.00
C -1.72609 -2.68851 -3.00767 0.00
H -3.81590 -7.48310 1.31708 0.00
H -4.46534 -7.40065 -0.34183 0.00
H -5.56085 -7.34463 1.06404 0.00
H -6.94579 -6.11155 -0.03629 0.00
H -8.27481 -4.58728 -1.44372 0.00
H -7.26454 -2.48064 -2.26787 0.00
H -4.95394 -1.90762 -1.68005 0.00
H -2.81459 -4.26723 0.18651 0.00
H -4.31273 -1.32551 0.25499 0.00
H -0.67354 2.59429 0.10752 0.01
H -2.63118 4.04885 0.17316 0.00
H -4.90241 3.05282 0.17596 0.00
H -6.78658 1.86841 0.47760 0.00
H -7.32588 0.36236 -0.28164 0.00
H -6.37115 1.54040 -1.22328 0.00
H -0.07031 -3.58931 1.71892 0.00
H 1.01445 -5.80487 1.63560 0.00
H 0.98154 -7.09048 -0.50531 0.00
H -0.16349 -6.12033 -2.48005 0.00
H -1.88790 -2.72319 -4.08274 0.00
H -0.90351 -2.01432 -2.77764 0.00
H -2.64284 -2.33918 -2.52968 0.00
C -0.31919 -0.75898 4.45675 0.00
C 0.92804 -0.79217 5.06479 0.00
C 2.06698 -0.71736 4.28994 0.00
C 1.96405 -0.60934 2.90189 0.00
N 0.74850 -0.57006 2.33016 0.00
C -0.35399 -0.64309 3.08366 0.00
C 3.13737 -0.60174 1.98781 0.01
C 4.42273 -0.63925 2.51070 0.00
C 5.51422 -0.83117 1.66930 0.01
C 5.30801 -0.97328 0.31236 0.00
C 4.01585 -0.86470 -0.20434 0.01
C 2.88331 -0.66566 0.59619 0.03
H -1.23654 -0.82044 5.02350 0.00
H 1.01193 -0.88761 6.13972 0.00
H 3.03625 -0.77058 4.76061 0.00
H -1.29410 -0.59743 2.54427 0.00
H 4.60684 -0.56508 3.57414 0.00
H 6.50992 -0.90547 2.08665 0.00
H 6.14152 -1.18576 -0.34567 0.00
H 3.88174 -0.97239 -1.27677 0.00
C 1.86506 3.68939 -3.32834 0.00
C 1.34873 4.19833 -1.97325 0.03
C 1.55843 5.71459 -1.89439 0.01
C -0.15545 3.88074 -2.00754 0.01
P 2.22591 3.28066 -0.56943 0.10
N 1.54270 1.80808 -0.45471 0.72
C 4.04298 3.01387 -0.99689 0.03
C 4.79280 4.25549 -1.49669 0.01
C 4.74615 2.48911 0.26719 0.00
C 4.16994 1.92159 -2.08224 0.00
C 2.08074 4.17670 1.09096 -0.01
C 0.66156 4.74750 1.31200 0.00
C 3.08325 5.31633 1.31483 0.00
C 2.28014 3.13276 2.20965 0.00
H 1.20228 4.09635 -4.09451 0.00
H 1.82567 2.60385 -3.40153 0.00
H 2.86820 4.02857 -3.55939 0.00
H 1.11932 6.15275 -2.79496 0.00
H 2.60609 6.00126 -1.87414 0.00
H 1.06386 6.16947 -1.03978 0.00
H -0.55477 4.29976 -2.93394 0.00
H -0.72572 4.30763 -1.19007 0.00
H -0.34204 2.80724 -2.02771 0.00
H 4.74250 5.11205 -0.83351 0.00
H 4.47185 4.56999 -2.48529 0.00
H 5.84523 3.96986 -1.57919 0.00
H 4.87533 3.25793 1.02540 0.00
H 5.74085 2.14877 -0.02578 0.00
H 4.22945 1.63856 0.70986 0.00
H 4.21633 2.34880 -3.07845 0.00
H 3.36401 1.19370 -2.05829 0.00
H 5.10338 1.38532 -1.91082 0.00
H 0.18156 5.14165 0.42825 0.00
H 0.73227 5.56871 2.02875 0.00
H 0.00027 3.99672 1.73835 0.00
H 2.93461 6.15068 0.63265 0.00
H 4.11827 4.99698 1.25475 0.00
H 2.92352 5.69384 2.32797 0.00
H 1.70557 2.22515 2.02404 0.00
H 1.92027 3.57165 3.14357 0.00
H 3.32036 2.85414 2.35287 0.00
Cl 4.60059 -4.07269 -1.11717 0.00
Ge 2.70023 -3.32730 -0.20912 0.00
Cl 1.23958 -1.06830 -2.50063 0.00
Cl 3.29827 -3.85549 1.93271 0.00
```

Results
maximum force = 0.0137 hartree/bohr
gap between HOMO and LUMO (spin up / spin down) = 7.8 / 6.1 eV
2S+1 = 2
ΔE to the lowest compared entry with this formula, charge and spin = 17.6 kcal per mole
⟨S²⟩ = 0.7555
net charge = 0

# 4
Here is C19H27N3O3 in the gas phase from OMol25. Energies are from ωB97M-V with the def2-TZVPD basis set.

Structure (XYZ):
```
52
Properties=species:S:1:pos:R:3:nbo_charge:R:1
C -1.08952 -3.23970 1.44117 -0.61
H -1.97708 -3.60701 0.93199 0.22
C -0.98333 -1.72896 1.28316 -0.43
H -0.84474 -1.47794 0.22743 0.21
H -0.12978 -1.34659 1.84595 0.22
C -2.24918 -1.01877 1.79777 0.02
C -2.01150 0.48253 1.76274 0.68
O -1.45442 1.07063 2.67727 -0.64
N -2.41440 1.11161 0.63704 -0.43
C -2.96736 0.39189 -0.43733 0.15
C -3.02453 0.90503 -1.72534 -0.25
C -3.65631 0.18363 -2.72474 -0.22
C -4.23128 -1.04400 -2.44662 -0.21
C -4.13891 -1.58291 -1.17488 -0.24
C -3.49335 -0.87740 -0.17192 0.25
O -3.40254 -1.41563 1.08066 -0.48
H -4.56243 -2.54591 -0.93846 0.23
H -4.73784 -1.59534 -3.22351 0.22
H -3.70062 0.59025 -3.72285 0.22
H -2.56729 1.85481 -1.95234 0.25
C -2.29136 2.55735 0.56561 -0.31
H -3.07745 2.95086 -0.07937 0.23
H -2.41162 2.94771 1.58029 0.24
C -0.91625 2.97405 0.02063 0.67
O -0.76288 3.39619 -1.10689 -0.63
N 0.06194 2.81998 0.92490 -0.62
H -0.16608 2.39042 1.81507 0.43
C 1.45537 3.04566 0.61950 -0.22
H 1.48986 3.51132 -0.36848 0.23
C 2.25542 1.74441 0.62412 -0.43
H 3.30278 1.98189 0.42980 0.21
C 1.73693 0.76136 -0.44434 -0.21
N 2.58284 -0.36532 -0.74349 -0.45
C 3.80715 -0.08361 -1.48850 -0.22
C 4.86027 -1.06355 -0.95713 -0.41
H 5.47027 -1.48696 -1.75244 0.21
H 5.52052 -0.56123 -0.24825 0.20
C 4.02507 -2.11578 -0.22966 -0.40
H 4.58538 -2.64959 0.53552 0.21
H 3.62091 -2.83320 -0.94335 0.20
C 2.89485 -1.27166 0.34533 -0.21
H 3.24198 -0.75423 1.25480 0.16
H 2.00927 -1.85938 0.59833 0.19
H 4.14073 0.95487 -1.37620 0.18
H 3.60569 -0.25480 -2.55241 0.19
H 1.57739 1.30422 -1.38022 0.20
H 0.76781 0.36729 -0.12177 0.19
H 2.18747 1.28709 1.61358 0.20
H 1.87144 3.74122 1.35647 0.20
H -2.43497 -1.31215 2.83636 0.22
H -1.15799 -3.50941 2.49241 0.20
H -0.21634 -3.72526 1.01259 0.22
```

Results
SMILES = CC[C@@H]1Oc2ccccc2N(CC(=O)NCCCN2CCCC2)C1=O
maximum force = 0.0140 hartree/bohr
gap between HOMO and LUMO = 8.9 eV
2S+1 = 1
ΔE to the lowest compared entry with this formula, charge and spin = 36.8 kcal per mole
net charge = 0